Here is a cluster of 2 separate species, C5H11O3 in total in a non-equilibrium geometry from OMol25. Energies are from ωB97M-V/def2-TZVPD.

XYZ file:
```
19
Properties=species:S:1:pos:R:3:forces:R:3
O -0.177996 1.127558 0.710154 0.722 -0.565 1.243
O 0.802259 -0.912622 0.942130 0.410 0.617 1.145
O 0.007805 0.040979 -2.388038 -0.073 -0.065 -0.217
C 0.756414 0.548691 2.829251 0.256 0.113 0.152
C 0.437078 0.226322 1.343391 0.130 0.468 0.616
C -1.413777 -1.064510 -0.707038 -0.353 -0.244 -0.140
C 1.202395 0.162232 -1.642737 0.834 -0.030 -0.246
C -1.156997 0.154666 -1.580583 -0.779 0.526 -0.345
H -0.089773 0.212856 3.451972 0.263 0.105 -0.168
H -0.624920 -1.195204 0.052731 -0.646 -0.059 -0.713
H -2.382439 -0.949345 -0.192219 0.154 -0.020 -0.181
H -1.453544 -1.972077 -1.332621 -0.102 0.179 0.075
H 2.035399 0.190600 -2.365172 -0.268 0.009 0.005
H -1.088594 1.068750 -0.959901 -0.142 -0.698 -0.470
H 1.668373 0.025928 3.163388 -0.382 0.065 -0.128
H 0.896489 1.632208 2.980789 -0.180 -0.367 -0.095
H -1.992609 0.293523 -2.293260 0.277 -0.176 0.036
H 1.213769 1.096055 -1.055810 0.010 -0.376 -0.194
H 1.360669 -0.686613 -0.956426 -0.131 0.519 -0.378
```
Positions in Å, forces in eV/Å.

Electronic energy = -422.8501 Eh
Energy relative to the best compared isomer or geometry (same formula, charge and spin) = 166.9 kJ/mol
Net charge = -1
HOMO = -0.1577 Ha